1.
{"formula": "C2H6S2", "method": "the ωB97M-V functional and the def2-TZVPD basis", "smiles": "CSSC", "multiplicity": 1, "homo_energy_ev": -7.87, "orbital_gap_ev": 8.719, "energy_ha": -876.14527, "charge": 0, "species": ["C", "S", "S", "C", "H", "H", "H", "H", "H", "H"], "coordinates": [[1.820, -0.024, 0.191], [0.764, -1.109, 1.156], [-1.190, -0.480, 1.179], [-1.809, 0.172, -0.383], [1.317, 0.864, -0.183], [2.748, 0.095, 0.766], [2.211, -0.567, -0.679], [-2.649, -0.457, -0.680], [-2.134, 1.206, -0.199], [-1.077, 0.300, -1.167]], "lowdin_charge": [-0.484, 0.395, 0.396, -0.472, 0.031, 0.027, 0.025, 0.023, 0.030, 0.027]}

***

2.
{"formula": "C2H78O39", "method": "the ωB97M-V functional and the def2-TZVPD basis", "multiplicity": 1, "homo_energy_ev": -10.11, "orbital_gap_ev": 9.048, "energy_ha": -3057.39812, "charge": 0, "species": ["O", "H", "H", "H", "C", "C", "O", "O", "H", "H", "H", "O", "H", "H", "O", "H", "H", "O", "H", "H", "O", "H", "H", "O", "H", "H", "O", "H", "H", "O", "H", "H", "O", "H", "H", "O", "H", "H", "O", "H", "H", "O", "H", "H", "O", "H", "H", "O", "H", "H", "O", "H", "H", "O", "H", "H", "O", "H", "H", "O", "H", "H", "O", "H", "H", "O", "H", "H", "O", "H", "H", "O", "H", "H", "O", "H", "H", "O", "H", "H", "O", "H", "H", "O", "H", "H", "O", "H", "H", "O", "H", "H", "O", "H", "H", "O", "H", "H", "O", "H", "H", "O", "H", "H", "O", "H", "H", "O", "H", "H", "O", "H", "H", "O", "H", "H", "O", "H", "H"], "coordinates": [[-25.333, -8.463, 4.956], [-24.570, -8.254, 4.412], [-25.087, -8.137, 5.825], [-26.158, -8.074, 4.657], [-22.417, -5.979, 2.145], [-23.433, -6.915, 2.810], [-23.108, -7.440, 3.953], [-24.554, -7.155, 2.296], [-21.601, -6.626, 1.823], [-22.010, -5.301, 2.895], [-22.723, -5.356, 1.304], [-18.688, -6.847, 3.841], [-19.368, -6.272, 3.491], [-19.046, -7.729, 3.743], [-21.924, -9.971, 3.053], [-22.699, -10.159, 3.583], [-22.039, -9.063, 2.772], [-24.340, -8.482, 7.270], [-24.803, -9.164, 7.758], [-23.838, -8.010, 7.934], [-19.605, -3.756, 3.241], [-19.318, -2.988, 3.735], [-18.793, -4.175, 2.955], [-28.086, -7.261, -1.135], [-28.058, -6.477, -0.587], [-28.392, -6.947, -1.987], [-21.601, -7.245, 7.097], [-22.356, -7.134, 6.519], [-21.649, -6.502, 7.699], [-23.067, -2.421, 0.297], [-23.485, -3.139, 0.773], [-22.256, -2.799, -0.043], [-21.291, -0.772, 1.759], [-20.557, -0.687, 1.150], [-21.998, -1.143, 1.232], [-25.332, -3.148, 1.643], [-26.085, -2.601, 1.422], [-25.500, -3.437, 2.539], [-23.141, -11.484, 4.859], [-22.822, -11.727, 5.728], [-22.459, -11.788, 4.259], [-21.916, -7.445, -2.029], [-22.244, -7.755, -1.185], [-21.482, -8.207, -2.413], [-23.320, -2.731, -3.519], [-22.571, -2.695, -2.925], [-23.540, -3.661, -3.570], [-19.900, -12.148, 2.740], [-20.387, -11.331, 2.632], [-19.168, -11.917, 3.313], [-18.611, -7.181, -2.538], [-18.079, -7.861, -2.125], [-19.069, -6.760, -1.811], [-18.327, -5.957, 6.576], [-19.052, -6.103, 7.183], [-18.696, -6.140, 5.712], [-23.568, -8.568, -0.125], [-24.107, -8.321, 0.626], [-24.093, -9.215, -0.595], [-26.383, -4.665, 3.775], [-26.491, -5.034, 4.651], [-26.390, -5.424, 3.192], [-18.702, -9.046, 1.246], [-18.922, -9.547, 0.461], [-19.235, -8.253, 1.183], [-22.664, -1.814, 6.491], [-22.018, -1.993, 5.808], [-23.256, -1.173, 6.099], [-24.248, -0.533, 2.294], [-23.732, -0.785, 3.060], [-24.554, -1.362, 1.928], [-20.786, -3.109, -1.421], [-20.455, -2.290, -1.053], [-20.485, -3.103, -2.330], [-19.067, -5.698, 0.414], [-18.987, -5.104, -0.332], [-18.283, -5.534, 0.937], [-17.096, -4.646, 2.202], [-16.470, -4.059, 1.780], [-16.621, -5.007, 2.951], [-25.284, -1.583, -1.146], [-25.151, -2.081, -0.340], [-24.803, -2.073, -1.813], [-22.053, -4.376, 7.378], [-22.380, -3.600, 6.924], [-22.304, -4.243, 8.292], [-25.353, -5.590, 0.128], [-25.335, -4.799, 0.667], [-25.161, -6.301, 0.740], [-22.017, -2.268, 3.993], [-21.553, -3.105, 3.970], [-21.528, -1.706, 3.393], [-23.273, -11.548, 0.911], [-22.461, -11.143, 1.214], [-23.919, -10.842, 0.943], [-25.403, -11.978, 5.833], [-25.329, -11.511, 6.665], [-24.545, -11.871, 5.421], [-23.825, -5.332, -2.430], [-24.305, -5.466, -1.612], [-22.979, -5.755, -2.284], [-25.588, -9.832, 1.624], [-25.496, -8.936, 1.949], [-25.966, -10.316, 2.359], [-20.492, -9.014, 5.353], [-21.022, -9.301, 4.610], [-21.016, -8.332, 5.773], [-26.802, -10.850, 3.781], [-26.353, -11.375, 4.444], [-27.554, -10.475, 4.241], [-26.313, -6.428, 6.510], [-27.007, -5.776, 6.611], [-25.558, -6.045, 6.956], [-29.105, -7.766, 1.556], [-29.754, -8.465, 1.477], [-28.830, -7.592, 0.656], [-27.813, -7.154, 3.606], [-28.562, -6.809, 4.091], [-28.179, -7.435, 2.767]], "lowdin_charge": [0.242, 0.065, 0.046, 0.097, 0.042, -0.610, -0.073, -0.065, 0.076, 0.070, 0.074, -0.029, 0.018, 0.029, -0.049, 0.022, 0.042, -0.006, 0.077, 0.066, -0.042, 0.049, -0.018, -0.033, 0.030, 0.055, -0.039, 0.020, 0.026, -0.039, 0.019, 0.017, -0.043, 0.044, -0.003, -0.043, 0.085, 0.036, -0.007, 0.090, 0.076, -0.049, -0.010, 0.045, -0.051, -0.007, 0.003, -0.050, -0.022, 0.036, -0.050, 0.030, -0.010, -0.059, 0.010, -0.021, -0.027, -0.005, 0.066, -0.038, 0.007, 0.016, -0.040, 0.035, 0.000, -0.064, -0.001, 0.048, -0.039, 0.009, -0.024, -0.024, 0.046, 0.059, -0.043, 0.025, -0.006, -0.029, 0.072, 0.074, -0.048, -0.029, 0.003, -0.043, -0.014, 0.041, -0.040, -0.009, -0.007, -0.046, 0.021, 0.008, -0.059, -0.004, -0.030, -0.038, 0.042, -0.036, -0.048, -0.004, 0.000, -0.045, -0.005, -0.013, -0.045, -0.026, -0.027, -0.036, -0.001, 0.055, -0.023, 0.060, 0.056, -0.009, 0.081, 0.019, -0.047, 0.055, -0.037]}

***

3.
{"formula": "C2H7BO2S", "method": "the ωB97M-V functional and the def2-TZVPD basis", "multiplicity": 3, "homo_energy_ev": [-6.74, -10.18], "orbital_gap_ev": [7.134, 9.431], "energy_ha": -653.86719, "charge": 0, "species": ["B", "C", "C", "O", "O", "S", "H", "H", "H", "H", "H", "H", "H"], "coordinates": [[-1.435, 0.682, -0.060], [-0.595, -0.143, 1.113], [1.686, -0.488, -0.237], [-1.403, 2.015, 0.035], [-2.078, 0.035, -1.055], [2.766, 0.779, 0.139], [-0.324, 0.521, 2.014], [-0.750, -1.218, 1.122], [1.871, -1.357, 0.300], [0.968, -0.397, -1.017], [-1.984, 2.484, -0.669], [-1.940, -0.951, -1.115], [1.942, 1.740, -0.270]], "lowdin_charge": [-0.805, 0.091, -0.510, 0.135, 0.139, 0.719, 0.071, 0.026, -0.024, 0.002, 0.162, 0.133, -0.140]}

***

4.
{"formula": "C2H7Br2N2", "method": "the ωB97M-V functional and the def2-TZVPD basis", "multiplicity": 1, "homo_energy_ev": [-11.35, -11.35], "orbital_gap_ev": [6.999, 6.998], "energy_ha": -5337.55332, "charge": 1, "species": ["C", "C", "N", "N", "Br", "Br", "H", "H", "H", "H", "H", "H", "H"], "coordinates": [[0.846, 0.143, -1.439], [-0.332, 0.294, 1.451], [1.370, 0.692, -2.541], [-1.164, -0.784, 2.004], [0.441, -1.696, -1.475], [-1.079, 1.084, -0.081], [1.230, 0.535, -0.574], [-0.141, 1.182, 2.139], [1.706, 1.634, -2.606], [1.263, 0.114, -3.383], [-0.483, -1.617, 2.126], [-2.008, -0.886, 1.433], [-1.648, -0.696, 2.947]], "lowdin_charge": [-0.775, -0.674, 0.095, -0.003, 0.793, 0.808, -0.018, 0.038, 0.134, 0.120, 0.184, 0.120, 0.179]}

***

5.
{"formula": "C2H7Br2N2", "method": "the ωB97M-V functional and the def2-TZVPD basis", "smiles": "N[C@H](Br)[C@H]([NH3+])Br", "multiplicity": 1, "homo_energy_ev": -14.63, "orbital_gap_ev": 11.077, "energy_ha": -5337.65662, "charge": 1, "species": ["N", "C", "Br", "C", "N", "Br", "H", "H", "H", "H", "H", "H", "H"], "coordinates": [[0.604, -1.264, 0.270], [-0.681, -0.636, 0.482], [-2.209, -1.759, -0.071], [-0.536, 0.712, -0.344], [0.998, 1.063, -0.266], [-1.920, 2.088, 0.010], [0.730, -1.934, 1.027], [0.531, -1.801, -0.596], [-0.713, -0.163, 1.487], [-0.693, 0.495, -1.389], [1.354, 1.759, 0.365], [1.342, 1.390, -1.176], [1.194, 0.049, 0.200]], "lowdin_charge": [-0.009, -0.776, 0.753, -0.674, 0.131, 0.731, 0.133, 0.120, 0.119, 0.073, 0.141, 0.163, 0.095]}

***

6.
{"formula": "C2H7BrN", "method": "the ωB97M-V functional and the def2-TZVPD basis", "multiplicity": 1, "homo_energy_ev": -14.18, "orbital_gap_ev": 8.822, "energy_ha": -2708.85934, "charge": 1, "species": ["C", "C", "N", "Br", "H", "H", "H", "H", "H", "H", "H"], "coordinates": [[-0.254, -0.407, 1.131], [-0.754, 1.719, 0.151], [-0.044, 0.691, 0.197], [1.606, -2.145, -2.472], [0.634, -0.688, 1.687], [-0.751, 0.083, 1.940], [-0.691, -1.275, 0.685], [-0.686, 2.613, -0.567], [-1.419, 1.991, 0.948], [0.692, 0.707, -0.557], [1.668, -3.289, -3.142]], "lowdin_charge": [0.015, 0.155, 0.008, 0.370, 0.115, 0.097, 0.109, 0.166, 0.120, 0.198, -0.353]}

***

7.
{"formula": "C2H7BrNOP", "method": "the ωB97M-V functional and the def2-TZVPD basis", "multiplicity": 1, "homo_energy_ev": [-9.37, -8.07], "orbital_gap_ev": [8.573, 7.377], "energy_ha": -3125.68278, "charge": 0, "species": ["C", "C", "N", "O", "P", "Br", "H", "H", "H", "H", "H", "H", "H"], "coordinates": [[0.507, -0.027, -1.190], [0.240, 0.459, 1.064], [0.232, -0.489, 0.127], [-2.448, -2.073, 0.483], [-2.365, -1.025, -0.720], [-3.610, 0.724, 0.204], [0.291, -0.757, -1.856], [-0.083, 0.940, -1.492], [1.631, 0.164, -1.212], [0.412, 0.074, 2.067], [1.023, 1.238, 0.927], [-0.676, 1.070, 0.982], [-1.636, -1.913, 0.990]], "lowdin_charge": [-0.234, -0.249, -0.172, -0.469, 0.560, 0.077, 0.001, 0.115, 0.111, 0.081, 0.097, 0.060, 0.023]}

***

8.
{"formula": "C2H7BrOSi", "method": "the ωB97M-V functional and the def2-TZVPD basis", "smiles": "C[C@@H](Br)O[SiH3]", "multiplicity": 1, "homo_energy_ev": -10.15, "orbital_gap_ev": 10.987, "energy_ha": -3019.14583, "charge": 0, "species": ["C", "C", "Br", "O", "Si", "H", "H", "H", "H", "H", "H", "H"], "coordinates": [[0.288, 1.399, 1.473], [0.942, 0.865, 0.254], [2.792, 1.377, 0.063], [0.821, -0.509, 0.263], [0.250, -1.736, -0.744], [0.764, 1.360, 2.483], [-0.619, 0.784, 1.695], [-0.046, 2.409, 1.285], [0.496, 1.252, -0.659], [1.432, -2.468, -1.279], [-0.560, -1.008, -1.848], [-0.544, -2.632, 0.109]], "lowdin_charge": [-0.131, -0.901, 0.690, -0.436, 0.611, 0.096, 0.096, 0.073, 0.077, -0.066, -0.040, -0.071]}

***

9.
{"formula": "C2H7BrSi", "method": "the ωB97M-V functional and the def2-TZVPD basis", "multiplicity": 1, "homo_energy_ev": [-8.57, -8.81], "orbital_gap_ev": [8.340, 8.668], "energy_ha": -2943.74780, "charge": 0, "species": ["C", "C", "Si", "Br", "H", "H", "H", "H", "H", "H", "H"], "coordinates": [[-0.660, -0.433, 0.563], [2.115, -1.285, -0.242], [-0.666, 1.321, -0.031], [3.213, 0.166, 0.078], [-0.400, -0.713, 1.568], [-1.030, -1.240, -0.043], [2.228, -2.123, 0.421], [1.836, -1.439, -1.270], [0.068, 1.443, -1.296], [-0.078, 2.181, 0.994], [-2.060, 1.713, -0.275]], "lowdin_charge": [-0.217, -0.558, 0.516, 0.597, -0.019, -0.019, -0.016, -0.014, -0.088, -0.086, -0.095]}

***

10.
{"formula": "C2H7BrSi", "method": "the ωB97M-V functional and the def2-TZVPD basis", "multiplicity": 3, "homo_energy_ev": [-5.86, -10.18], "orbital_gap_ev": [6.583, 8.242], "energy_ha": -2943.69237, "charge": 0, "species": ["C", "C", "Si", "Br", "H", "H", "H", "H", "H", "H", "H"], "coordinates": [[-0.837, 1.569, -0.731], [1.546, -1.470, -0.407], [-1.604, 0.966, 0.704], [1.016, -1.628, 1.469], [0.096, 1.921, -0.518], [-1.362, 2.071, -1.515], [1.821, -2.481, -0.542], [0.733, -1.125, -0.921], [2.368, -0.940, -0.425], [-2.850, -0.033, 0.761], [-0.926, 1.150, 2.125]], "lowdin_charge": [-0.260, -0.440, 0.492, 0.512, -0.039, -0.005, -0.004, -0.023, -0.043, -0.101, -0.090]}

***

11.
{"formula": "C2H7Cl3Si2", "method": "the ωB97M-V functional and the def2-TZVPD basis", "multiplicity": 1, "homo_energy_ev": [-9.10, -7.27], "orbital_gap_ev": [8.462, 4.874], "energy_ha": -2039.96039, "charge": 0, "species": ["C", "C", "Si", "Si", "Cl", "Cl", "Cl", "H", "H", "H", "H", "H", "H", "H"], "coordinates": [[-1.711, -0.705, 1.043], [-1.709, 0.139, -0.288], [-0.682, 1.668, -0.419], [2.927, -0.499, -0.495], [3.809, -1.192, -2.158], [3.136, -2.013, 0.985], [4.115, 1.091, 0.296], [-0.861, -1.403, 0.834], [-1.643, -0.051, 1.895], [-2.660, -1.247, 1.105], [-2.757, 0.422, -0.372], [-1.592, -0.673, -0.914], [-1.181, 2.676, -1.344], [0.807, 1.786, -0.168]], "lowdin_charge": [-0.163, -0.489, 0.727, -0.521, 0.230, 0.120, 0.112, 0.074, 0.046, 0.067, 0.054, 0.021, -0.129, -0.148]}

***

12.
{"formula": "C2H7ClN", "method": "the ωB97M-V functional and the def2-TZVPD basis", "multiplicity": 1, "homo_energy_ev": -3.85, "orbital_gap_ev": 7.977, "energy_ha": -595.40960, "charge": -1, "species": ["N", "C", "C", "H", "H", "H", "H", "H", "H", "H", "Cl"], "coordinates": [[0.164, 0.342, -0.511], [1.150, -0.589, 0.029], [-1.179, -0.227, -0.477], [0.175, 1.202, 0.052], [1.211, -1.460, -0.644], [0.901, -0.944, 1.043], [2.138, -0.099, 0.060], [-1.478, -0.575, 0.527], [-1.906, 0.529, -0.818], [-1.212, -1.084, -1.170], [0.037, 2.906, 1.909]], "lowdin_charge": [-0.204, -0.186, -0.186, -0.037, 0.061, 0.066, 0.072, 0.066, 0.072, 0.061, -0.784]}

***

13.
{"formula": "C2H7ClNOPS", "method": "the ωB97M-V functional and the def2-TZVPD basis", "smiles": "NP(S)Cl.CC=O", "multiplicity": 1, "homo_energy_ev": -8.53, "orbital_gap_ev": 9.337, "energy_ha": -1410.13783, "charge": 0, "species": ["N", "P", "S", "Cl", "H", "H", "H", "C", "C", "O", "H", "H", "H", "H"], "coordinates": [[1.715, -1.452, 0.940], [1.514, -0.002, 0.072], [3.576, 0.403, -0.306], [1.111, 1.217, 1.572], [0.868, -1.850, 1.174], [2.177, -2.056, 0.311], [3.048, 1.384, -1.242], [-1.877, 0.816, -0.715], [-2.272, -0.265, 0.118], [-1.405, -0.824, 0.764], [-1.573, 1.656, -0.181], [-0.968, 0.422, -1.133], [-2.520, 1.139, -1.536], [-3.394, -0.589, 0.163]], "lowdin_charge": [-0.270, 0.052, 0.275, 0.211, -0.022, -0.002, -0.132, -0.093, -0.325, -0.031, 0.063, 0.037, 0.091, 0.146]}

***

14.
{"formula": "C2H7FN3O2", "method": "the ωB97M-V functional and the def2-TZVPD basis", "multiplicity": 1, "homo_energy_ev": -3.49, "orbital_gap_ev": 7.333, "energy_ha": -494.84755, "charge": -1, "species": ["C", "H", "F", "C", "H", "N", "O", "O", "N", "H", "H", "N", "H", "H", "H"], "coordinates": [[0.467, -0.034, -0.302], [0.288, -1.861, 0.764], [1.061, -0.893, -1.811], [-0.403, -1.147, 0.286], [-0.915, -1.599, -0.576], [-0.290, 1.088, -1.025], [-1.484, 0.812, -1.410], [0.494, 1.885, -1.651], [1.722, 0.272, 0.250], [1.726, 0.236, 1.285], [2.016, 1.176, -0.120], [-1.413, -0.744, 1.241], [-2.041, -0.090, 0.773], [-0.979, -0.253, 2.032], [-0.247, 1.152, 0.264]], "lowdin_charge": [-0.370, 0.115, -0.352, -0.243, 0.115, -0.502, -0.148, -0.142, 0.086, 0.093, 0.085, -0.025, 0.056, 0.058, 0.175]}

***

15.
{"formula": "C2H7IN2", "method": "the ωB97M-V functional and the def2-TZVPD basis", "smiles": "[H]/N=N\\CC.I", "multiplicity": 1, "homo_energy_ev": -9.30, "orbital_gap_ev": 10.021, "energy_ha": -487.51759, "charge": 0, "species": ["H", "N", "N", "C", "C", "H", "H", "H", "H", "H", "I", "H"], "coordinates": [[1.475, 0.698, 0.106], [1.136, -0.057, 0.698], [0.313, -0.778, 0.190], [-0.189, -0.360, -1.150], [-1.440, 0.539, -0.793], [-0.533, -1.030, -1.854], [0.662, 0.338, -1.579], [-1.440, 1.318, -1.604], [-2.406, -0.012, -0.923], [-1.338, 1.099, 0.101], [2.445, -1.086, 3.924], [1.314, -0.668, 2.885]], "lowdin_charge": [0.053, 0.019, -0.087, -0.228, -0.096, 0.065, 0.125, 0.076, 0.081, 0.044, 0.357, -0.409]}